1.
# C33H92N10O9

A cluster of 9 separate species, C33H92N10O9 in total at a distorted geometry (the ωB97M-V functional and the def2-TZVPD basis, the Open Molecules 2025 dataset).

Values from the calculation:
SMILES string: COC[C@H](C)N.COC[C@H](C)N.COC[C@H](C)N.COC[C@H](C)N.COC[C@H](C)N.COC[C@H](C)N.COC[C@H](C)N.COC[C@H](C)N.NC(N)=O

```
144
C33H92N10O9 the ωB97M-V functional and the def2-TZVPD basis
C -3.792 3.124 3.653
O -3.269 1.800 3.535
C -4.053 1.115 2.571
C -3.449 -0.241 2.271
C -4.215 -1.092 1.226
N -3.295 -1.020 3.492
H -3.239 3.655 4.422
H -4.844 3.131 3.956
H -3.736 3.608 2.679
H -5.069 0.950 2.949
H -4.100 1.681 1.634
H -2.452 -0.082 1.832
H -4.012 -2.153 1.365
H -3.830 -0.818 0.242
H -5.297 -0.960 1.237
H -2.588 -0.591 4.094
H -2.745 -1.877 3.382
C 1.751 -2.264 -3.276
O 1.252 -3.237 -2.406
C 1.237 -4.581 -2.866
C 0.286 -4.800 -4.038
C -1.112 -4.253 -3.782
N 0.289 -6.229 -4.486
H 2.594 -2.638 -3.871
H 2.203 -1.450 -2.707
H 1.043 -1.794 -3.965
H 2.278 -4.872 -3.030
H 0.827 -5.120 -2.008
H 0.732 -4.303 -4.910
H -1.576 -4.592 -2.856
H -1.774 -4.449 -4.626
H -1.021 -3.166 -3.712
H -0.597 -6.360 -4.979
H 0.876 -6.256 -5.319
C 4.057 0.759 -3.182
O 4.830 1.729 -2.530
C 6.145 1.295 -2.212
C 6.968 2.417 -1.603
C 7.433 3.496 -2.582
N 8.171 1.778 -1.060
H 3.234 1.373 -3.562
H 3.613 0.007 -2.524
H 4.467 0.264 -4.069
H 6.048 0.551 -1.407
H 6.611 0.840 -3.089
H 6.402 2.887 -0.792
H 8.010 4.239 -2.024
H 6.592 3.966 -3.093
H 8.141 3.170 -3.346
H 8.663 2.419 -0.447
H 7.956 0.982 -0.467
C 2.845 -1.359 6.690
O 2.011 -0.648 5.804
C 0.797 -0.148 6.329
C -0.043 0.455 5.192
C 0.677 1.662 4.619
N -1.386 0.784 5.674
H 2.344 -2.071 7.355
H 3.442 -0.707 7.336
H 3.512 -1.916 6.032
H 0.235 -0.956 6.808
H 1.037 0.599 7.095
H -0.105 -0.323 4.425
H 1.633 1.320 4.209
H 0.913 2.507 5.275
H 0.081 2.169 3.851
H -1.317 1.540 6.351
H -1.873 1.211 4.881
C -1.132 1.459 -1.648
O -1.553 0.770 -0.480
C -0.997 -0.529 -0.350
C 0.304 -0.595 0.471
C 1.436 0.363 0.037
N 0.868 -1.951 0.392
H -1.762 2.340 -1.707
H -1.264 0.793 -2.509
H -0.074 1.737 -1.649
H -1.776 -1.080 0.182
H -0.796 -0.961 -1.337
H 0.152 -0.394 1.536
H 1.223 1.331 0.501
H 1.558 0.486 -1.038
H 2.357 0.033 0.515
H 1.171 -2.072 -0.572
H 0.185 -2.693 0.531
C -1.706 -4.379 1.152
O -0.374 -4.725 1.434
C -0.033 -6.049 1.044
C 1.355 -6.375 1.605
C 2.429 -5.324 1.387
N 1.806 -7.695 1.086
H -1.804 -3.318 1.402
H -2.403 -4.906 1.812
H -2.036 -4.444 0.109
H -0.763 -6.783 1.408
H -0.118 -6.116 -0.050
H 1.291 -6.491 2.691
H 3.408 -5.675 1.688
H 2.073 -4.442 1.929
H 2.405 -4.954 0.355
H 1.147 -8.396 1.425
H 1.574 -7.670 0.090
C -1.678 3.061 -4.508
O -2.891 2.346 -4.669
C -4.045 3.127 -4.414
C -5.226 2.171 -4.421
C -6.542 2.955 -4.593
N -5.168 1.318 -3.229
H -1.743 3.586 -3.548
H -1.713 3.837 -5.286
H -0.759 2.487 -4.549
H -4.013 3.695 -3.479
H -4.115 3.840 -5.245
H -5.234 1.500 -5.290
H -6.802 3.550 -3.714
H -7.366 2.257 -4.743
H -6.430 3.628 -5.440
H -5.862 0.587 -3.347
H -4.258 0.866 -3.281
C -1.924 6.296 -2.552
O -1.392 5.778 -1.327
C -2.250 5.954 -0.229
C -1.510 5.410 0.984
C -1.241 3.910 0.915
N -2.246 5.714 2.227
H -2.840 5.775 -2.830
H -1.128 6.158 -3.279
H -2.055 7.367 -2.378
H -2.568 7.004 -0.124
H -3.221 5.454 -0.382
H -0.543 5.927 0.977
H -2.146 3.335 1.132
H -0.570 3.527 1.690
H -0.803 3.615 -0.034
H -1.681 5.367 2.999
H -2.222 6.725 2.347
N 4.009 -2.199 1.291
C 4.028 -1.911 2.615
N 2.793 -1.781 3.160
O 5.073 -1.692 3.239
H 3.135 -2.266 0.793
H 4.836 -2.418 0.771
H 2.736 -1.363 4.075
H 1.974 -1.945 2.598
```

These are the Mulliken partial charges, in e, on atoms 1 to 8: C -0.8743; O -0.3132; C -1.3394; C 2.2483; C -1.3053; N -0.7882; H 0.2599; H 0.3026

***

2.
# C33H92O13

A cluster of 13 separate species, C33H92O13 in total at a distorted geometry (the ωB97M-V functional and the def2-TZVPD basis, the Open Molecules 2025 dataset).

```
138
C33H92O13 the ωB97M-V functional and the def2-TZVPD basis
C -8.463 -16.644 -31.215
O -9.378 -17.690 -31.638
H -8.216 -16.827 -30.169
H -7.495 -16.688 -31.714
H -8.865 -15.633 -31.268
H -8.861 -18.486 -31.783
C -11.831 -15.921 -29.551
O -13.047 -15.312 -29.206
H -11.071 -15.148 -29.671
H -11.493 -16.601 -28.770
H -12.095 -16.321 -30.530
H -13.749 -15.922 -29.444
C -8.247 -9.406 -26.101
O -8.758 -10.742 -26.085
H -8.749 -8.807 -26.860
H -8.319 -8.854 -25.163
H -7.200 -9.504 -26.388
H -8.519 -11.377 -26.765
C -15.046 -14.823 -24.152
C -14.797 -16.053 -25.009
C -15.759 -16.135 -26.215
O -13.410 -16.013 -25.413
H -16.088 -14.811 -23.832
H -15.019 -13.860 -24.663
H -14.451 -14.855 -23.239
H -14.838 -16.955 -24.398
H -15.725 -15.380 -27.001
H -16.734 -16.113 -25.727
H -15.650 -17.121 -26.666
H -13.225 -15.098 -25.637
C -7.978 -15.722 -26.923
C -8.815 -14.485 -27.269
C -9.983 -14.201 -26.325
O -7.915 -13.368 -27.525
H -8.610 -16.562 -26.631
H -7.306 -15.546 -26.084
H -7.494 -16.019 -27.854
H -9.323 -14.740 -28.199
H -9.734 -14.120 -25.267
H -10.573 -15.115 -26.396
H -10.523 -13.271 -26.507
H -7.072 -13.599 -27.129
C -6.187 -13.043 -24.229
C -5.108 -12.605 -25.307
C -3.601 -12.808 -25.051
O -5.368 -13.329 -26.508
H -6.186 -14.133 -24.241
H -7.167 -12.762 -24.614
H -5.938 -12.723 -23.217
H -5.200 -11.533 -25.481
H -3.222 -13.805 -24.823
H -3.477 -12.326 -24.082
H -2.902 -12.247 -25.672
H -4.662 -13.178 -27.141
C -14.863 -12.292 -28.682
C -13.412 -12.079 -28.695
C -12.909 -10.668 -28.430
O -12.867 -12.920 -27.647
H -15.414 -11.451 -29.102
H -15.283 -12.369 -27.679
H -15.132 -13.172 -29.265
H -12.916 -12.322 -29.635
H -11.858 -10.758 -28.153
H -13.471 -10.171 -27.639
H -12.986 -10.018 -29.301
H -12.891 -13.762 -28.108
C -7.990 -12.047 -32.139
C -8.151 -11.746 -30.636
C -9.533 -12.164 -30.142
O -7.228 -12.640 -30.100
H -7.109 -11.620 -32.618
H -8.960 -11.672 -32.464
H -8.032 -13.091 -32.451
H -7.874 -10.694 -30.572
H -9.456 -11.949 -29.076
H -9.683 -13.237 -30.262
H -10.347 -11.671 -30.674
H -7.430 -12.584 -29.163
C -2.737 -18.237 -25.609
C -3.768 -17.405 -24.776
C -4.752 -16.486 -25.582
O -4.495 -18.307 -23.979
H -2.847 -19.320 -25.665
H -1.759 -18.057 -25.164
H -2.904 -18.002 -26.661
H -3.167 -16.830 -24.072
H -5.548 -16.047 -24.980
H -5.192 -16.970 -26.454
H -4.108 -15.784 -26.112
H -4.189 -18.173 -23.079
C -6.504 -21.108 -29.040
C -7.695 -20.194 -29.165
C -7.611 -19.059 -28.106
O -7.822 -19.731 -30.519
H -5.596 -20.507 -28.993
H -6.384 -21.820 -29.857
H -6.625 -21.654 -28.105
H -8.596 -20.758 -28.922
H -7.345 -19.405 -27.108
H -8.566 -18.539 -28.179
H -6.880 -18.287 -28.349
H -6.986 -19.977 -30.922
C -9.013 -14.363 -22.071
C -10.390 -13.791 -21.901
C -11.348 -14.341 -20.820
O -10.251 -12.433 -21.543
H -8.518 -13.923 -22.937
H -9.120 -15.389 -22.424
H -8.367 -14.205 -21.207
H -10.906 -13.791 -22.861
H -12.388 -14.093 -21.035
H -11.179 -14.060 -19.781
H -11.518 -15.409 -20.956
H -10.135 -11.959 -22.369
C -5.267 -16.276 -29.869
C -4.097 -15.295 -29.987
C -3.747 -14.996 -31.446
O -4.621 -14.210 -29.304
H -6.166 -15.876 -30.339
H -5.512 -16.486 -28.828
H -5.056 -17.211 -30.388
H -3.205 -15.711 -29.518
H -4.626 -14.458 -31.802
H -3.572 -15.913 -32.009
H -2.919 -14.286 -31.433
H -5.476 -14.061 -29.714
C -12.869 -11.060 -23.669
C -11.507 -10.349 -24.050
C -11.196 -9.075 -23.208
O -10.326 -11.178 -23.894
H -12.981 -11.912 -24.340
H -13.782 -10.470 -23.756
H -12.774 -11.367 -22.628
H -11.516 -10.027 -25.091
H -11.904 -8.248 -23.253
H -10.187 -8.711 -23.406
H -11.080 -9.358 -22.162
H -9.792 -11.190 -24.692
```

These are the Mulliken partial charges, in e, on atoms 1 to 8: C -0.4012; O -0.5530; H 0.1326; H 0.4459; H 0.1488; H 0.3329; C -0.1591; O -0.4556

***

3.
# C33H95N7O12

A cluster of 11 separate species, C33H95N7O12 in total at a distorted geometry (the ωB97M-V functional and the def2-TZVPD basis, the Open Molecules 2025 dataset).

Values from the calculation:
SMILES string: COC[C@H](C)N.COC[C@H](C)N.COC[C@H](C)N.COC[C@H](C)N.COC[C@H](C)N.COC[C@H](C)N.COC[C@H](C)N.OCCO.CO.CO.CO

```
147
C33H95N7O12 the ωB97M-V functional and the def2-TZVPD basis
C 1.130 3.679 0.198
O 1.852 2.620 -0.433
C 2.938 3.091 -1.228
C 3.825 1.865 -1.602
C 4.677 1.455 -0.355
N 4.725 2.138 -2.690
H 0.385 4.082 -0.489
H 1.841 4.415 0.573
H 0.574 3.280 1.046
H 2.540 3.617 -2.096
H 3.606 3.741 -0.662
H 3.146 1.056 -1.873
H 5.365 2.251 -0.071
H 5.102 0.459 -0.480
H 4.069 1.379 0.546
H 4.040 2.311 -3.413
H 5.088 1.253 -3.013
C -6.443 0.311 1.679
O -5.807 1.434 2.372
C -4.403 1.573 2.155
C -3.818 2.842 2.678
C -2.290 3.021 2.344
N -3.836 2.892 4.138
H -6.623 0.534 0.627
H -7.397 0.081 2.154
H -5.739 -0.514 1.784
H -3.977 0.759 2.742
H -4.011 1.526 1.139
H -4.214 3.782 2.294
H -1.948 3.990 2.707
H -2.034 3.113 1.288
H -1.695 2.249 2.831
H -3.312 2.073 4.410
H -4.754 2.620 4.460
C 3.359 -4.933 -2.828
O 3.283 -3.593 -3.221
C 4.545 -2.946 -3.094
C 4.217 -1.437 -3.097
C 3.341 -0.936 -4.228
N 5.428 -0.675 -3.168
H 4.110 -5.454 -3.422
H 2.418 -5.455 -3.000
H 3.622 -4.973 -1.771
H 5.129 -3.184 -2.205
H 5.062 -3.188 -4.023
H 3.675 -1.237 -2.173
H 3.157 0.133 -4.127
H 2.422 -1.515 -4.317
H 3.841 -1.137 -5.175
H 5.785 -0.818 -4.102
H 6.126 -0.907 -2.476
C -4.212 -0.434 -3.218
O -3.648 -1.691 -2.905
C -2.453 -1.901 -3.602
C -1.972 -3.396 -3.352
C -0.546 -3.784 -3.721
N -2.754 -4.336 -4.110
H -5.075 -0.178 -2.602
H -4.387 -0.250 -4.278
H -3.564 0.371 -2.870
H -2.621 -1.767 -4.670
H -1.727 -1.202 -3.185
H -2.123 -3.625 -2.297
H 0.210 -3.260 -3.137
H -0.333 -3.560 -4.766
H -0.336 -4.840 -3.548
H -3.729 -4.168 -3.906
H -2.635 -4.037 -5.068
C -3.903 3.817 -2.848
O -3.921 4.634 -1.762
C -3.592 6.027 -2.072
C -2.167 6.240 -1.545
C -1.934 6.034 -0.067
N -1.704 7.573 -1.878
H -3.016 3.825 -3.482
H -4.780 3.913 -3.487
H -3.982 2.844 -2.363
H -3.694 6.166 -3.149
H -4.449 6.548 -1.645
H -1.517 5.586 -2.126
H -0.914 5.824 0.256
H -2.532 5.226 0.353
H -2.144 6.932 0.514
H -0.747 7.505 -1.563
H -1.808 7.766 -2.863
C 1.477 2.053 3.404
O 1.738 1.040 4.446
C 2.260 -0.138 3.942
C 2.612 -1.230 4.943
C 3.620 -0.753 5.977
N 3.082 -2.460 4.290
H 2.477 2.382 3.120
H 0.909 2.891 3.808
H 1.020 1.558 2.548
H 1.472 -0.543 3.307
H 3.073 0.077 3.250
H 1.679 -1.386 5.484
H 3.757 -1.504 6.756
H 3.258 0.132 6.501
H 4.574 -0.457 5.542
H 3.411 -3.161 4.938
H 2.357 -2.954 3.789
C -3.028 -1.666 0.280
O -3.267 -1.801 1.664
C -2.034 -1.771 2.371
C -2.340 -1.716 3.914
C -1.133 -1.596 4.883
N -3.087 -2.827 4.383
H -4.016 -1.753 -0.171
H -2.358 -2.461 -0.046
H -2.594 -0.710 -0.015
H -1.306 -2.549 2.141
H -1.584 -0.811 2.119
H -2.967 -0.846 4.110
H -0.281 -2.202 4.575
H -1.385 -1.779 5.927
H -0.840 -0.564 4.689
H -3.964 -2.792 3.883
H -3.377 -2.879 5.349
O -0.703 -6.223 1.546
C -0.178 -5.273 0.670
C 1.180 -4.631 1.302
O 0.904 -3.970 2.584
H -1.040 -5.877 2.376
H -0.069 -5.810 -0.272
H -0.980 -4.540 0.582
H 1.624 -4.088 0.467
H 1.864 -5.421 1.613
H 0.313 -4.508 3.116
C 0.086 1.839 -4.246
O -0.304 2.689 -3.169
H 0.331 2.520 -5.062
H 1.027 1.326 -4.046
H -0.615 1.075 -4.581
H -0.492 2.121 -2.418
C 4.416 -2.137 1.194
O 5.145 -2.156 2.439
H 4.047 -3.125 0.919
H 3.568 -1.455 1.244
H 5.087 -1.842 0.386
H 4.562 -2.251 3.195
C 0.621 -0.358 -0.647
O -0.037 0.801 -1.015
H 1.549 -0.533 -1.191
H 0.873 -0.421 0.412
H -0.049 -1.171 -0.924
H 0.643 1.476 -0.948
```

These are the Mulliken partial charges, in e, on atoms 1 to 8: C -1.0008; O 0.1351; C -1.3204; C 2.0364; C -1.5439; N -0.8568; H 0.2883; H 0.4842

***

The LUMO results, record by record, are as follows: 0.011 0.020 0.019 hartree.
The frontier orbital gap results, record by record, are as follows: 9.4 9.6 9.7 eV.
The energy relative to the best compared isomer or geometry (same formula, charge and spin) results, record by record, are as follows: 138.0 232.2 86.7 kJ/mol.